Record 1
ORCA calculation (ωB97M-V/def2-TZVPD) on the molecule C8H20Si3.

Its energy relative to the best compared isomer or geometry (same formula, charge and spin) is 0.0 kJ/mol. For the lowest unoccupied orbital energy, the calculation gives 0.6 eV. The calculation puts the total energy at -32251.6941 eV. As for the highest occupied orbital energy: -7.73 eV.

The geometry in ORCA input format:
```
! wB97M-V def2-TZVPD RIJCOSX def2/J DEFGRID3
* xyz 0 1
C -1.5504 2.4479 -1.1596
Si -0.5867 2.4140 0.5292
C -1.9348 2.0692 1.9517
C 0.6087 0.9172 0.4980
C 0.4015 -0.4447 0.2775
Si -0.8807 -1.8654 0.5915
C -2.5873 -1.3209 -0.0721
C -0.3041 -3.3904 -0.4523
Si 2.1475 -0.0343 -0.1341
C 3.5649 -0.6068 0.9098
C 2.7330 0.5112 -1.9018
H -0.9129 1.7706 -1.8254
H -2.5061 1.8513 -1.1625
H -1.6871 3.3530 -1.5960
H 0.1198 3.6161 1.0509
H -1.4981 1.9440 2.9712
H -2.5638 2.9421 1.9159
H -2.5665 1.2971 1.5519
H -0.7878 -2.4043 1.9866
H -3.1973 -2.1717 0.0022
H -2.9689 -0.5552 0.5950
H -2.7419 -0.9145 -1.0636
H 0.2201 -3.0638 -1.3883
H 0.4020 -3.8991 0.2021
H -1.2186 -3.9043 -0.8337
H 4.3753 -0.9505 0.2979
H 3.9408 0.1780 1.5706
H 3.3984 -1.5235 1.4214
H 2.4939 1.5141 -2.1477
H 3.8291 0.2899 -1.9616
H 2.2579 -0.0664 -2.6247
*
```

Record 2
ORCA calculation (ωB97M-V/def2-TZVPD) on a 3-piece molecular cluster, C8H21BBrNO6S2 overall.

For the lowest unoccupied orbital energy, the calculation gives -0.2 eV. The calculation puts the total energy at -114799.9774 eV. As for the highest occupied orbital energy: -10.24 eV.

The geometry in ORCA input format:
```
! wB97M-V def2-TZVPD RIJCOSX def2/J DEFGRID3
* xyz 0 1
C -1.8909 -1.0127 -0.2588
C -1.8180 0.0778 0.7927
O -2.3733 -0.3386 2.0510
S -1.5393 -1.3833 2.9449
C -2.5182 -1.2680 4.4109
O -0.2343 -0.8344 3.2036
O -1.7025 -2.7019 2.3989
H -1.2676 -1.8660 0.0119
H -1.5454 -0.6403 -1.2247
H -2.9140 -1.3796 -0.3624
H -0.7904 0.4262 0.9286
H -2.4060 0.9341 0.4605
H -2.4321 -0.2628 4.8186
H -2.1309 -1.9974 5.1204
H -3.5511 -1.5033 4.1633
C 5.3322 -1.2758 -1.4711
C 3.8610 -1.6047 -1.2917
O 3.4211 -1.4033 0.0557
S 3.2432 0.1094 0.5842
C 2.4300 -0.2701 2.1045
O 2.3269 0.7988 -0.2838
O 4.5415 0.6510 0.8850
H 5.5236 -0.2149 -1.3074
H 5.6624 -1.5222 -2.4818
H 5.9398 -1.8286 -0.7524
H 3.2404 -1.0282 -1.9828
H 3.7004 -2.6597 -1.5183
H 1.4640 -0.7134 1.8899
H 2.3025 0.6629 2.6506
H 3.0545 -0.9525 2.6775
H -0.1374 1.7223 -3.4780
N -0.9488 1.6648 -2.8497
C -1.6836 2.7015 -3.0400
C -3.0197 2.9423 -2.2482
B -4.1841 2.4256 -3.2516
Br -4.9622 0.6024 -3.1275
H -1.3310 3.4328 -3.8181
H -3.1519 4.0222 -1.9763
H -2.9514 2.3279 -1.3187
H -4.5592 3.1598 -4.1094
*
```

Record 3
ORCA calculation (ωB97M-V/def2-TZVPD) on a 2-piece molecular cluster, C8H21BClNO4S overall.

For the lowest unoccupied orbital energy, the calculation gives -2.4 eV. The calculation puts the total energy at -42342.5966 eV. As for the highest occupied orbital energy: -6.37 eV.

The geometry in ORCA input format:
```
! wB97M-V def2-TZVPD RIJCOSX def2/J DEFGRID3
* xyz 0 1
C 2.0411 -0.6056 1.7521
C 2.1048 -0.8840 0.1045
C 1.1264 0.1841 -0.6870
O 2.0037 1.1733 -1.3973
B 1.2233 1.4447 -2.6560
O 0.8257 0.0597 -3.0342
C 0.0700 -0.3611 -1.8153
C -0.5157 -1.8898 -1.7380
C -1.0856 -2.3460 -0.2704
C -2.5464 -1.6942 0.1319
C -2.5258 -0.0695 0.3607
S -3.6207 0.7174 -0.9841
O -5.1011 0.9166 -0.5028
O -3.5388 -0.0964 -2.3342
Cl -2.7610 2.6097 -1.4400
H 2.4912 -1.5027 2.3770
H 0.9394 -0.4613 2.1297
H 2.7087 0.3495 1.9975
H 3.2315 -0.7634 -0.2016
H 1.7876 -1.9891 -0.1212
H 0.7379 0.8503 0.2040
H 1.7510 2.1257 -3.4741
H 0.3564 2.1533 -2.2359
H -0.9039 0.2799 -1.9130
H 0.3685 -2.6303 -2.0330
H -1.3275 -1.9920 -2.5867
H -1.2694 -3.5235 -0.3374
H -0.2928 -2.2167 0.6106
H -3.4224 -2.0446 -0.5995
H -2.8325 -2.1736 1.1869
H -3.0597 0.1796 1.3980
H -1.4584 0.4080 0.4251
N 2.4989 2.7584 3.5368
H 2.1564 3.6429 3.9299
H 3.5197 2.7118 3.6367
H 2.0697 1.9720 4.0383
H 2.2497 2.7067 2.5420
*
```

Record 4
ORCA calculation (ωB97M-V/def2-TZVPD) on C8H21InO10P2 as an isolated structure.

Its energy relative to the best compared isomer or geometry (same formula, charge and spin) is 642.1 kJ/mol. For the lowest unoccupied orbital energy, the calculation gives -12.8 eV. The calculation puts the total energy at -52842.6513 eV. As for the highest occupied orbital energy: -13.87 eV.

The geometry in ORCA input format:
```
! wB97M-V def2-TZVPD RIJCOSX def2/J DEFGRID3
* xyz 2 1
In 22.8301 -13.9738 3.2603
C 30.1611 -12.1613 6.8120
C 28.8664 -12.4943 6.0708
O 27.8161 -11.8503 6.3656
O 28.8381 -13.3301 5.1878
H 30.2698 -12.9303 7.5768
H 30.2109 -11.1988 7.3212
H 30.9616 -12.4086 6.1148
C 14.5265 -11.6433 0.5336
O 14.5706 -10.5473 1.5119
P 15.8518 -9.6225 1.6451
O 17.0610 -10.4436 1.8757
O 15.7844 -8.6403 0.3309
C 16.3267 -9.0283 -0.9077
O 15.5027 -8.6006 2.8235
C 14.5944 -7.5178 2.6795
H 15.5265 -12.0663 0.4376
H 14.2366 -11.3226 -0.4670
H 13.7878 -12.3648 0.8827
H 15.5040 -9.3166 -1.5621
H 17.0212 -9.8684 -0.9018
H 16.8268 -8.1906 -1.3938
H 13.9156 -7.6410 3.5234
H 13.8552 -7.6313 1.8865
H 15.0715 -6.5396 2.7387
C 27.4584 -22.5650 3.9842
O 26.1034 -22.7793 3.8883
P 25.1864 -21.8823 2.8908
O 24.9817 -20.4350 3.2165
O 23.7614 -22.7808 2.8703
C 23.7512 -24.1217 2.3499
O 25.8630 -22.1380 1.3757
C 26.6885 -21.1460 0.7619
H 27.4913 -21.6922 4.6364
H 27.8859 -22.2192 3.0431
H 28.0416 -23.3969 4.3789
H 24.7526 -24.3951 2.0176
H 23.0779 -24.2316 1.4998
H 23.4510 -24.8615 3.0920
H 27.5627 -21.6528 0.3530
H 26.9520 -20.3539 1.4628
H 26.2368 -20.7652 -0.1541
*
```

Record 5
ORCA calculation (ωB97M-V/def2-TZVPD) on an isolated ion of composition C8H21N2 and charge +1.

Its energy relative to the best compared isomer or geometry (same formula, charge and spin) is 0.0 kJ/mol. For the lowest unoccupied orbital energy, the calculation gives -3.3 eV. The calculation puts the total energy at -11608.7293 eV. As for the highest occupied orbital energy: -12.98 eV.

The geometry in ORCA input format:
```
! wB97M-V def2-TZVPD RIJCOSX def2/J DEFGRID3
* xyz 1 1
C -1.6724 2.1527 0.7625
C -1.1567 0.7193 0.5771
N -2.1309 -0.0977 -0.1777
C 0.3081 0.5999 -0.0994
C 0.2637 1.0507 -1.5743
N 1.1785 1.4981 0.5876
C 0.8378 -0.9976 -0.0605
C 2.3296 -0.9463 -0.3498
C 0.0337 -2.0214 -0.8688
C 0.7872 -1.3385 1.4572
H -2.7936 2.1785 1.0977
H -1.1199 2.7666 1.5094
H -1.7376 2.5690 -0.2291
H -1.0957 0.3569 1.5789
H -1.9743 -1.2061 -0.2988
H -2.1506 0.1399 -1.1306
H -3.0036 0.2066 0.2050
H 1.1879 1.4773 -1.7698
H -0.4725 1.8053 -1.7648
H -0.0707 0.1382 -2.1672
H 1.3727 1.1449 1.4573
H 0.8739 2.4452 0.6662
H 2.8350 -0.3416 0.4682
H 2.7772 -2.0076 -0.4603
H 2.5508 -0.6979 -1.3594
H -0.8414 -2.5131 -0.3900
H 0.7099 -2.8379 -1.0737
H -0.3140 -1.6512 -1.8323
H -0.2197 -1.4023 1.8130
H 1.4316 -0.8342 2.1078
H 1.2760 -2.3559 1.3187
*
```

Record 6
ORCA calculation (ωB97M-V/def2-TZVPD) on C8H21NOP2SV as an isolated structure.

Its energy relative to the best compared isomer or geometry (same formula, charge and spin) is 0.0 kJ/mol. For the lowest unoccupied orbital energy (alpha / beta), the calculation gives -9.2 / -9.2 eV. The calculation puts the total energy at -67255.4517 eV. As for the highest occupied orbital energy (alpha / beta): -15.84 / -15.44 eV. Its expectation value of S² is 0.76.

The geometry in ORCA input format:
```
! wB97M-V def2-TZVPD RIJCOSX def2/J DEFGRID3
* xyz 2 2
V -0.2444 -0.5250 0.5618
H 1.3779 0.0379 0.2309
H -2.4782 -4.0358 0.7790
P 1.4715 1.0866 1.4187
P -0.8158 -0.7644 -1.6146
C -2.6276 -0.7787 -1.8634
H -2.8266 -0.9847 -2.9244
H -3.0583 -1.5692 -1.2332
H -3.0632 0.1870 -1.5760
C -0.2357 0.5362 -2.7449
H 0.8613 0.5140 -2.7859
H -0.6586 0.3618 -3.7437
H -0.5476 1.5232 -2.3790
C -0.3236 -2.3183 -2.4244
H -0.6022 -3.1748 -1.7962
H -0.8335 -2.3757 -3.3978
H 0.7659 -2.3210 -2.5575
C 1.8855 2.5652 0.4624
H 2.4650 3.2557 1.0930
H 2.4668 2.2869 -0.4295
H 0.9530 3.0420 0.1292
C 0.3765 1.5917 2.7775
H 0.0375 0.7202 3.3574
H 0.9788 2.2452 3.4239
H -0.5008 2.1467 2.4176
C 2.9607 0.5687 2.3086
H 3.7727 0.3234 1.6085
H 3.2506 1.4046 2.9659
H 2.7296 -0.3199 2.9160
C -1.7243 0.6991 0.7007
O -2.7335 1.2995 0.8617
H -0.4806 1.0138 0.2157
S 0.3412 -2.3975 1.8592
C -1.0011 -2.6207 0.9484
N -1.9389 -3.2239 0.4343
*
```